16
Properties=species:S:1:pos:R:3:forces:R:3:mulliken_charge:R:1 method="wB97M-V/def2-TZVPD" charge=+3 de_lowest_kcal_mol=271.2 homo_lumo_gap_ev="6.3 / 6.7" homo_energy_ev="-22.80 / -22.81" lumo_ev="-16.5 / -16.2"
C 2.240567 -1.727914 0.214050 -0.3 -0.3 0.2 -1.100
C 1.703855 -0.356040 -0.111489 1.9 -0.2 0.0 -0.092
O 0.298833 -0.567230 -0.436695 -2.1 -0.9 0.2 -0.083
H 3.306112 -1.619359 0.449959 -0.1 -0.1 -0.1 0.379
H 1.727404 -2.156847 1.083371 0.2 0.2 -0.1 0.347
H 2.125761 -2.435174 -0.616720 0.3 0.2 0.0 0.331
H 2.169102 0.100298 -0.993791 -0.1 0.0 0.3 0.338
H 1.750576 0.317087 0.751985 -0.3 -0.1 -0.2 0.274
Sc -1.183903 -0.962824 -2.102412 1.0 3.5 4.4 2.056
O -0.394976 0.629618 -0.570244 3.9 1.8 -3.8 -0.315
O -2.306466 0.239862 -0.652030 -7.1 -1.4 -0.5 -0.547
C -2.594015 1.252588 0.083545 3.6 -2.5 -0.3 -0.400
C -1.473900 2.085277 0.215690 -0.5 -0.9 1.0 0.264
H -1.569347 3.160261 0.040896 1.6 0.7 -0.3 0.409
H -3.232306 1.685877 0.872320 -2.3 -0.6 -0.5 0.673
H -2.567297 0.354523 1.771565 0.2 0.6 -0.1 0.466